No. 1
ORCA calculation (the ωB97M-V functional and the def2-TZVPD basis) on a structure of composition C22H63N9O7.

Summary:
relative energy (zero: lowest compared OMol25 entry of this formula, charge and spin) = 40.050 eV
Kohn-Sham gap = 7.389 eV
M = 565.8 g mol⁻¹
LUMO level = 0.0015 Ha
calculated total energy = -1894.03452 hartree
maximum force = 0.3389 hartree/bohr
HOMO level = -0.2700 Eh

```
! RIJCOSX wB97M-V def2-TZVPD def2/J DEFGRID3
* xyz 0 1
C 11.973 5.102 -19.613
O 11.482 4.738 -18.513
N 11.981 6.316 -19.933
N 12.532 4.405 -20.557
H 11.549 6.962 -19.288
H 12.456 6.562 -20.790
H 12.632 3.456 -20.226
H 12.827 4.702 -21.476
C 10.176 6.590 -16.639
O 9.641 7.371 -15.821
N 10.666 5.472 -16.334
N 9.998 6.745 -17.919
H 11.129 4.883 -17.011
H 10.740 5.308 -15.340
H 10.588 6.069 -18.383
H 9.480 7.542 -18.259
C 14.728 7.017 -19.909
C 15.066 6.279 -21.183
C 14.019 6.514 -22.309
O 12.771 5.791 -22.170
C 11.769 5.819 -23.212
N 16.354 6.783 -21.568
H 13.845 6.582 -19.440
H 14.479 8.075 -19.993
H 15.593 6.988 -19.247
H 14.963 5.226 -20.923
H 14.399 6.210 -23.284
H 13.692 7.514 -22.595
H 11.457 6.761 -23.663
H 10.831 5.472 -22.781
H 12.120 5.102 -23.954
H 16.133 7.715 -21.886
H 16.521 6.437 -22.502
C 16.097 8.579 -18.073
C 14.729 9.109 -18.386
C 13.617 8.414 -17.565
O 13.272 7.148 -18.045
C 12.345 6.484 -17.211
N 14.786 10.444 -18.042
H 16.598 8.782 -17.126
H 16.604 8.870 -18.993
H 15.945 7.501 -18.134
H 14.443 9.060 -19.437
H 12.711 9.011 -17.460
H 13.896 8.421 -16.512
H 13.009 5.976 -16.512
H 11.803 5.653 -17.662
H 11.603 7.170 -16.800
H 15.177 10.452 -17.110
H 15.372 10.930 -18.706
C 12.794 12.240 -17.803
C 12.058 11.502 -19.007
C 12.147 9.995 -19.071
O 11.596 9.300 -20.235
C 11.882 7.985 -20.498
N 10.595 11.640 -18.903
H 12.578 13.309 -17.788
H 13.875 12.178 -17.928
H 12.557 11.822 -16.824
H 12.349 11.846 -19.999
H 11.767 9.619 -18.122
H 13.214 9.782 -19.001
H 11.186 7.619 -21.253
H 11.895 7.459 -19.543
H 12.942 7.837 -20.704
H 10.248 11.253 -18.037
H 10.248 11.003 -19.607
C 13.554 2.044 -17.972
C 13.876 2.986 -19.187
C 15.376 3.082 -19.503
O 15.453 3.820 -20.757
C 16.669 4.375 -21.064
N 12.998 2.481 -20.220
H 14.098 2.181 -17.038
H 13.642 0.978 -18.182
H 12.556 2.208 -17.565
H 13.438 3.932 -18.870
H 15.802 2.080 -19.554
H 15.908 3.522 -18.660
H 16.791 5.266 -20.449
H 16.746 4.639 -22.119
H 17.446 3.660 -20.794
H 13.428 2.785 -21.082
H 12.977 1.473 -20.292
C 10.755 -0.877 -21.040
C 10.708 0.195 -22.138
C 11.378 1.570 -21.860
O 10.235 2.466 -21.625
C 10.616 3.687 -20.990
N 11.245 -0.424 -23.373
H 10.370 -1.768 -21.536
H 10.081 -0.656 -20.213
H 11.804 -0.970 -20.756
H 9.696 0.467 -22.435
H 11.917 1.915 -22.742
H 12.001 1.598 -20.966
H 9.729 4.263 -20.726
H 11.253 4.136 -21.752
H 11.172 3.680 -20.053
H 11.786 0.230 -23.921
H 11.909 -0.993 -22.869
*
```

Löwdin population analysis, charges in e, atoms 1 to 4: C -0.6195; O -0.0286; N 0.0283; N 0.0168

---

No. 2
ORCA calculation (the ωB97M-V functional and the def2-TZVPD basis) on a cluster of 10 separate species, C22H63NO14P2 in total.

Summary:
relative energy (zero: lowest compared OMol25 entry of this formula, charge and spin) = 2.184 eV
Kohn-Sham gap = 8.833 eV
SMILES = N=P(O)(O)[C@@H]1COC(=O)[C@H]1[PH2]=O.CCO.CCO.CCO.CCO.CCO.CCO.CCO.CCO.CCO
M = 627.7 g mol⁻¹
LUMO level = 0.0039 Ha
calculated total energy = -2666.73354 hartree
maximum force = 0.0829 hartree/bohr
HOMO level = -0.3207 Eh

```
! RIJCOSX wB97M-V def2-TZVPD def2/J DEFGRID3
* xyz 0 1
N 3.469 3.909 -0.330
P 2.607 2.641 0.151
O 2.683 1.341 -0.986
O 3.289 2.004 1.596
C 0.846 3.252 0.462
C 0.084 1.983 1.073
O -0.726 1.257 0.082
C -0.858 2.118 -1.067
O -1.478 1.778 -2.084
C -0.141 3.532 -0.760
P -1.581 4.462 0.107
O -1.900 5.823 -0.532
H 3.874 3.711 -1.268
H 2.138 1.556 -1.779
H 2.934 2.488 2.378
H 0.981 4.194 1.086
H -0.613 2.268 1.939
H 0.818 1.225 1.504
H 0.206 4.143 -1.652
H -2.791 3.686 0.128
H -1.194 4.654 1.493
C 0.767 0.101 5.502
C -0.165 1.019 4.738
O 0.135 0.970 3.349
H 1.809 0.390 5.339
H 0.556 0.134 6.574
H 0.665 -0.931 5.155
H -0.046 2.053 5.071
H -1.209 0.727 4.890
H 0.018 0.053 3.059
C -0.282 3.741 -6.119
C 0.565 3.191 -4.988
O 0.078 3.659 -3.736
H -0.270 4.834 -6.109
H 0.086 3.393 -7.087
H -1.325 3.432 -6.007
H 1.601 3.519 -5.091
H 0.548 2.096 -4.985
H -0.837 3.357 -3.646
C 0.762 -1.181 -1.239
C 0.789 -2.692 -1.165
O -0.023 -3.133 -0.085
H 1.124 -0.745 -0.304
H 1.383 -0.817 -2.061
H -0.261 -0.820 -1.384
H 1.807 -3.050 -0.996
H 0.417 -3.139 -2.093
H -0.922 -2.818 -0.249
C -3.713 0.063 2.199
C -2.787 -1.010 2.738
O -2.024 -1.579 1.680
H -4.387 -0.355 1.447
H -4.309 0.504 3.001
H -3.141 0.857 1.709
H -3.362 -1.810 3.207
H -2.101 -0.595 3.483
H -1.510 -0.867 1.273
C 1.062 -5.839 2.339
C 0.752 -5.047 3.593
O 0.788 -3.654 3.313
H 2.046 -5.570 1.949
H 1.043 -6.913 2.540
H 0.335 -5.615 1.553
H 1.492 -5.255 4.369
H -0.238 -5.303 3.983
H 0.124 -3.477 2.630
C 1.451 4.834 6.723
C 2.066 5.165 5.377
O 2.125 3.998 4.563
H 2.036 4.063 7.232
H 1.405 5.720 7.360
H 0.439 4.437 6.599
H 3.083 5.540 5.504
H 1.479 5.928 4.857
H 1.222 3.677 4.447
C -1.713 -5.988 -1.208
C -3.005 -5.689 -1.940
O -3.790 -4.772 -1.189
H -1.919 -6.408 -0.220
H -1.099 -6.696 -1.771
H -1.137 -5.072 -1.051
H -3.588 -6.602 -2.077
H -2.806 -5.257 -2.926
H -3.270 -3.965 -1.081
C 4.688 -0.529 -4.418
C 5.346 0.832 -4.528
O 4.843 1.705 -3.523
H 3.604 -0.440 -4.522
H 5.062 -1.207 -5.188
H 4.879 -0.973 -3.436
H 5.135 1.281 -5.500
H 6.432 0.751 -4.412
H 5.040 1.306 -2.665
C -4.918 -3.140 -4.355
C -4.177 -2.116 -3.519
O -2.788 -2.427 -3.482
H -4.779 -4.143 -3.944
H -5.987 -2.918 -4.389
H -4.530 -3.157 -5.378
H -4.552 -2.118 -2.493
H -4.302 -1.110 -3.931
H -2.463 -2.416 -4.391
*
```

Löwdin population analysis, charges in e, atoms 1 to 4: N -0.2018; P 0.6881; O -0.2012; O -0.1839

---

No. 3
ORCA calculation (the ωB97M-V functional and the def2-TZVPD basis) on a cluster of 8 separate species, C22H64Cl3O28P7 in total.

Summary:
relative energy (zero: lowest compared OMol25 entry of this formula, charge and spin) = 5.462 eV
Kohn-Sham gap = 10.660 eV
SMILES = COP(=O)(OC)OC.COP(=O)(OC)OC.COP(=O)(OC)OC.COP(=O)(OC)OC.COP(=O)(OC)OC.COP(=O)(OC)OC.COP(=O)(OC)OC.ClC(Cl)Cl
M = 1099.9 g mol⁻¹
LUMO level = 0.0011 Ha
calculated total energy = -6753.85874 hartree
maximum force = 0.1015 hartree/bohr
HOMO level = -0.3906 Eh

```
! RIJCOSX wB97M-V def2-TZVPD def2/J DEFGRID3
* xyz 0 1
C -2.746 -10.020 -3.446
O -1.670 -9.660 -4.296
P -1.794 -8.286 -5.151
O -3.008 -8.028 -5.894
O -1.540 -7.127 -4.010
C -0.258 -6.844 -3.458
O -0.357 -8.263 -6.029
C -0.352 -8.642 -7.347
H -2.405 -10.710 -2.674
H -3.573 -10.502 -3.966
H -3.142 -9.187 -2.865
H -0.326 -6.801 -2.371
H 0.003 -5.852 -3.828
H 0.474 -7.590 -3.768
H 0.002 -7.834 -7.987
H -1.253 -9.050 -7.803
H 0.491 -9.334 -7.325
C 1.526 6.445 -5.493
O 2.096 7.652 -5.270
P 1.368 9.009 -4.845
O 2.371 10.121 -4.676
O 0.382 9.120 -6.134
C -0.188 10.348 -6.587
O 0.442 8.648 -3.561
C 1.039 8.817 -2.296
H 1.920 5.736 -4.765
H 1.577 6.178 -6.548
H 0.456 6.403 -5.289
H 0.038 11.219 -5.972
H -1.263 10.185 -6.524
H 0.057 10.581 -7.623
H 0.404 9.084 -1.451
H 1.796 9.598 -2.214
H 1.474 7.887 -1.932
C 2.267 -3.395 4.772
O 2.213 -4.697 5.363
P 3.503 -5.264 6.252
O 3.265 -6.492 7.092
O 3.967 -3.866 6.979
C 4.073 -3.873 8.339
O 4.642 -5.567 5.049
C 5.992 -4.944 4.980
H 3.286 -3.010 4.800
H 1.739 -2.607 5.311
H 1.885 -3.515 3.759
H 4.667 -2.981 8.537
H 4.443 -4.836 8.692
H 3.073 -3.649 8.710
H 6.090 -3.975 4.492
H 6.754 -5.637 4.622
H 6.256 -4.820 6.030
C 8.254 1.611 6.113
O 6.945 1.292 6.613
P 5.862 2.448 6.191
O 6.148 3.786 6.722
O 5.685 2.256 4.568
C 5.593 1.096 3.762
O 4.474 1.743 6.759
C 3.778 2.254 7.933
H 8.657 0.918 5.375
H 8.915 1.737 6.971
H 8.503 2.546 5.611
H 6.230 0.271 4.078
H 5.856 1.271 2.719
H 4.539 0.817 3.776
H 2.816 2.640 7.596
H 4.304 3.071 8.428
H 3.630 1.492 8.698
C -10.110 -4.267 1.562
O -9.171 -3.942 0.529
P -7.650 -4.561 0.534
O -7.128 -4.936 1.861
O -7.650 -5.722 -0.632
C -8.233 -5.536 -1.927
O -6.840 -3.408 -0.262
C -5.477 -3.695 -0.685
H -10.516 -5.244 1.302
H -10.879 -3.495 1.527
H -9.680 -4.277 2.564
H -8.548 -4.494 -1.975
H -9.072 -6.217 -2.070
H -7.558 -5.702 -2.767
H -4.825 -2.940 -0.245
H -5.333 -3.509 -1.750
H -5.163 -4.711 -0.447
C 2.073 8.243 6.228
O 0.736 8.618 6.068
P -0.396 7.589 6.705
O -0.320 7.365 8.144
O -1.810 8.088 6.112
C -3.010 7.802 6.774
O -0.226 6.204 5.768
C -0.616 6.080 4.394
H 2.770 9.076 6.131
H 2.390 7.614 5.397
H 2.282 7.609 7.090
H -2.888 6.743 7.002
H -3.788 7.875 6.014
H -3.206 8.361 7.689
H -1.521 5.474 4.356
H 0.178 5.621 3.805
H -0.823 7.019 3.882
C -3.028 -2.532 -7.607
O -2.138 -1.533 -8.148
P -1.314 -0.471 -7.240
O -2.132 0.129 -6.117
O -0.096 -1.344 -6.723
C 0.682 -2.182 -7.656
O -0.658 0.499 -8.348
C -1.448 1.427 -9.074
H -2.518 -3.493 -7.544
H -3.752 -2.761 -8.389
H -3.426 -2.257 -6.630
H 1.677 -2.387 -7.259
H 0.619 -1.843 -8.690
H 0.270 -3.190 -7.600
H -1.457 2.328 -8.459
H -2.458 1.072 -9.277
H -0.936 1.696 -9.998
Cl 0.497 -0.436 -0.948
C 0.388 1.380 -1.313
Cl 1.657 2.480 -0.641
Cl -1.228 1.899 -0.909
H 0.464 1.369 -2.400
*
```

Löwdin population analysis, charges in e, atoms 1 to 4: C -0.1168; O -0.2201; P 0.4929; O -0.2135

---

No. 4
ORCA calculation (the ωB97M-V functional and the def2-TZVPD basis) on a structure of composition C22H65AgBN5O8V.

Summary:
Kohn-Sham gap (spin up / spin down) = 8.208 / 8.273 eV
M = 697.4 g mol⁻¹
LUMO level (spin up / spin down) = 0.0152 / 0.0152 Ha
calculated total energy = -2868.58715 hartree
<S²> = 0.7783
maximum force = 0.1005 hartree/bohr
HOMO level (spin up / spin down) = -0.2864 / -0.2888 Eh

```
! RIJCOSX wB97M-V def2-TZVPD def2/J DEFGRID3
* xyz 0 2
O -0.199 -2.586 2.706
V 0.184 -1.167 2.048
Ag 3.400 0.269 1.312
B 0.200 0.628 0.497
H -0.511 -0.160 -0.037
H 1.243 0.081 0.546
H 0.173 1.627 -0.166
H -0.181 0.792 1.593
C 2.981 -2.348 3.198
O 2.287 -1.480 2.374
H 4.044 -2.066 3.286
H 2.621 -2.406 4.235
H 2.988 -3.378 2.803
C -1.024 0.878 4.154
O -0.106 -0.062 3.795
H -1.874 0.912 3.432
H -1.608 0.587 5.050
H -0.618 1.886 4.297
C -2.701 2.001 -2.215
C -2.744 0.587 -2.805
C -3.117 0.652 -4.280
O -4.129 1.605 -4.562
C -5.446 1.063 -4.453
N -1.434 -0.038 -2.676
H -2.363 1.892 -1.173
H -3.672 2.489 -2.122
H -1.979 2.675 -2.680
H -3.522 0.113 -2.200
H -3.367 -0.364 -4.629
H -2.305 0.948 -4.953
H -6.117 1.848 -4.792
H -5.647 0.898 -3.388
H -5.542 0.150 -5.040
H -1.007 0.371 -1.852
H -0.801 0.036 -3.457
C 3.013 1.525 -2.990
C 3.296 0.855 -1.645
C 4.375 -0.204 -1.721
O 4.475 -0.817 -0.454
C 5.250 -1.996 -0.453
N 3.739 1.930 -0.661
H 1.995 1.934 -2.925
H 2.936 0.792 -3.797
H 3.598 2.410 -3.231
H 2.362 0.482 -1.223
H 5.331 0.225 -2.044
H 4.047 -0.918 -2.490
H 5.993 -2.034 -1.252
H 4.633 -2.889 -0.649
H 5.649 -2.188 0.541
H 2.873 2.459 -0.554
H 4.346 2.549 -1.193
C -3.179 -2.253 3.307
C -3.090 -2.123 1.802
C -4.436 -1.782 1.213
O -4.323 -1.471 -0.154
C -5.571 -1.549 -0.813
N -2.171 -0.961 1.563
H -2.218 -2.525 3.739
H -3.892 -3.035 3.594
H -3.513 -1.355 3.835
H -2.563 -2.974 1.372
H -4.848 -0.949 1.805
H -5.115 -2.628 1.397
H -6.064 -2.515 -0.660
H -5.386 -1.348 -1.864
H -6.270 -0.820 -0.378
H -2.295 -0.570 0.633
H -2.523 -0.264 2.218
C 2.487 4.451 1.314
C 1.825 3.750 2.499
C 0.365 4.146 2.645
O 0.312 5.558 2.697
C -0.993 6.031 2.946
N 2.038 2.299 2.369
H 2.507 5.528 1.480
H 1.934 4.321 0.372
H 3.490 4.072 1.122
H 2.394 4.145 3.347
H -0.043 3.699 3.558
H -0.180 3.801 1.754
H -0.966 7.106 2.768
H -1.288 5.837 3.981
H -1.709 5.608 2.234
H 1.637 1.838 3.192
H 1.393 1.952 1.654
C 1.767 -4.170 0.323
C 1.451 -2.837 -0.357
C 1.482 -2.869 -1.874
O 2.613 -3.580 -2.360
C 2.453 -4.030 -3.679
N 0.097 -2.437 0.080
H 1.013 -4.928 0.090
H 1.632 -4.034 1.396
H 2.797 -4.411 0.075
H 2.216 -2.144 0.000
H 1.506 -1.825 -2.230
H 0.590 -3.346 -2.305
H 3.435 -4.432 -3.945
H 2.191 -3.247 -4.396
H 1.774 -4.887 -3.762
H -0.550 -3.188 -0.153
H -0.229 -1.700 -0.547
*
```

Löwdin population analysis, charges in e, atoms 1 to 4: O -0.3314; V 0.8721; Ag 0.7681; B -0.4507